No. 1
Computed, not measured: a molecular structure, C29H41F3N5O8PS2Zr at a distorted geometry, with the ωB97M-V functional and the def2-TZVPD basis.

```
90
C29H41F3N5O8PS2Zr | the Open Molecules 2025 dataset | the ωB97M-V functional and the def2-TZVPD basis
Zr -0.620 -0.349 -0.098
N 0.251 -1.954 -1.728
C -0.894 -2.588 -2.380
C -2.081 -2.534 -1.378
O -3.166 -2.994 -1.657
O -1.759 -1.987 -0.254
H 0.937 -1.553 -2.383
H 0.766 -2.662 -1.202
H -0.722 -3.641 -2.636
H -1.173 -2.053 -3.293
C -1.557 -3.235 2.729
C -0.568 -2.342 2.021
O -0.839 -1.124 1.921
C 0.679 -2.884 1.535
C 1.076 -4.217 1.779
C 2.309 -4.675 1.395
C 3.221 -3.810 0.780
C 2.880 -2.511 0.522
C 1.589 -2.019 0.829
O 1.255 -0.829 0.443
H -2.399 -2.636 3.072
H -1.093 -3.736 3.576
H -1.926 -3.986 2.033
H 0.393 -4.884 2.281
H 2.589 -5.698 1.589
H 4.199 -4.172 0.506
H 3.567 -1.824 0.058
F -1.916 0.126 -1.766
C -0.844 0.416 -2.729
F 0.216 0.687 -1.728
F -1.169 1.664 -3.097
S 3.587 1.327 1.600
C 2.321 1.549 2.621
N 2.029 2.715 3.233
C 0.778 2.645 3.961
C 0.423 1.148 3.879
N 1.499 0.577 3.085
H 2.388 3.585 2.878
H 0.004 3.249 3.480
H 0.916 2.983 4.993
H -0.543 1.004 3.386
H 0.405 0.674 4.866
H 1.292 -0.184 2.456
N 2.931 1.125 -1.456
C 3.407 0.113 -2.188
N 2.832 -1.033 -2.326
C 3.567 -1.887 -3.100
C 3.256 -3.218 -3.355
C 4.140 -3.985 -4.087
C 5.313 -3.438 -4.592
C 5.627 -2.109 -4.376
C 4.760 -1.344 -3.622
S 4.927 0.311 -3.095
H 2.323 0.872 -0.679
H 3.567 1.885 -1.273
H 2.351 -3.650 -2.958
H 3.915 -5.025 -4.272
H 6.000 -4.057 -5.149
H 6.536 -1.687 -4.771
C -3.910 0.832 2.703
C -3.829 0.715 1.180
C -4.574 1.860 0.505
C -4.368 -0.633 0.703
O -2.427 0.742 0.790
P -1.490 2.098 0.909
O -1.765 2.942 2.083
O -0.131 1.422 0.771
O -1.826 2.764 -0.520
C -1.611 4.174 -0.737
C -2.719 4.990 -0.074
C -1.656 4.408 -2.248
C -0.242 4.556 -0.182
H -4.940 0.751 3.041
H -3.511 1.792 3.021
H -3.320 0.039 3.157
H -5.639 1.774 0.698
H -4.401 1.823 -0.568
H -4.221 2.811 0.891
H -5.401 -0.755 1.016
H -3.770 -1.442 1.116
H -4.320 -0.698 -0.382
H -3.670 4.773 -0.552
H -2.506 6.049 -0.191
H -2.774 4.751 0.983
H -2.541 3.951 -2.683
H -0.781 3.979 -2.727
H -1.680 5.477 -2.439
H -0.256 4.516 0.903
H 0.030 5.558 -0.499
H 0.498 3.846 -0.545
```

Values from the calculation:
Gap between HOMO and LUMO in eV: 7.0
Calculated total energy in eV: -94970.92147

***

No. 2
Computed, not measured: a molecular structure, C29H41F5FeP2S at a distorted geometry, with the ωB97M-V functional and the def2-TZVPD basis.

```
79
C29H41F5FeP2S | the Open Molecules 2025 dataset | the ωB97M-V functional and the def2-TZVPD basis
Fe 2.228 -0.964 0.316
C -0.784 -1.138 2.010
C -0.392 -2.106 1.059
C 1.464 -1.569 2.392
C 0.324 -0.836 2.838
C 1.014 -2.403 1.289
C -2.182 -0.691 2.271
H -2.798 -0.731 1.364
H -2.217 0.344 2.649
H -2.674 -1.331 3.026
C 0.177 -0.173 4.151
H -0.484 0.699 4.088
H 1.138 0.164 4.548
H -0.273 -0.873 4.877
C 2.734 -1.771 3.144
H 2.827 -2.808 3.508
H 2.789 -1.087 3.998
H 3.609 -1.564 2.507
C 1.780 -3.567 0.761
H 2.086 -4.202 1.609
H 2.702 -3.265 0.215
H 1.137 -4.165 0.106
C -1.299 -2.908 0.199
H -1.541 -3.905 0.625
H -0.811 -3.083 -0.773
H -2.261 -2.400 0.023
C -3.199 2.574 0.114
C -4.399 2.028 -0.095
C -4.817 1.200 -1.261
C -4.093 1.479 -2.605
C -3.048 0.528 -2.946
C -1.919 0.283 -2.183
C -1.538 0.989 -0.882
C -2.017 2.441 -0.773
H -5.885 1.399 -1.435
H -3.694 2.507 -2.659
H -4.734 0.121 -1.024
H -2.101 2.916 -1.762
H -3.040 3.202 0.991
H -5.163 2.138 0.683
H -1.241 3.029 -0.282
H -1.888 0.353 -0.050
H -1.731 -0.787 -2.090
H -0.437 1.020 -0.731
H -4.862 1.419 -3.387
H -3.271 -0.167 -3.749
P 0.064 0.430 -2.977
C -0.111 2.170 -3.511
C -0.391 -0.391 -4.567
P 2.173 -1.351 -1.646
C 1.852 0.132 -2.699
C 1.143 -2.562 -2.551
C 3.841 -1.846 -2.231
H 0.300 2.860 -2.767
H -1.161 2.422 -3.698
H 0.456 2.249 -4.445
H 0.146 0.134 -5.364
H -1.473 -0.296 -4.731
H -0.122 -1.449 -4.578
H 4.176 -0.994 -2.827
H 3.793 -2.766 -2.829
H 4.517 -1.945 -1.379
H 2.225 1.032 -2.177
H 2.344 0.025 -3.685
H 1.352 -3.560 -2.163
H 1.417 -2.557 -3.607
H 0.071 -2.370 -2.454
F 1.835 3.417 5.876
C 2.077 2.890 4.654
C 1.163 3.081 3.618
F 0.017 3.767 3.837
C 1.427 2.547 2.358
F 0.462 2.661 1.402
C 2.605 1.816 2.084
S 2.901 1.121 0.505
C 3.539 1.701 3.135
F 4.720 1.065 2.923
C 3.268 2.200 4.409
F 4.159 2.027 5.410
```

Values from the calculation:
Charge: +1
Gap between HOMO and LUMO (alpha / beta) in eV: 6.2 / 4.8
2S+1: 6
Calculated total energy in eV: -108113.90306

***

No. 3
Computed, not measured: a molecular structure, C29H42BCl3OZr at a distorted geometry, with the ωB97M-V functional and the def2-TZVPD basis.

```
77
C29H42BCl3OZr | the Open Molecules 2025 dataset | the ωB97M-V functional and the def2-TZVPD basis
Cl 1.024 0.728 -4.467
B 0.101 2.355 -4.141
Cl 1.046 3.279 -2.744
Cl 0.022 3.416 -5.645
O -1.227 2.022 -3.755
C -1.928 2.518 -2.623
C -3.366 2.436 -3.111
C -4.119 3.598 -3.192
C -5.427 3.583 -3.650
C -6.006 2.323 -3.978
C -5.259 1.139 -3.852
C -3.932 1.191 -3.430
H -1.786 3.623 -2.567
H -3.610 4.540 -2.935
H -5.975 4.513 -3.810
H -7.035 2.288 -4.381
H -5.703 0.163 -4.168
H -3.315 0.299 -3.399
C 1.673 2.776 1.134
C 1.862 1.452 1.777
C 3.094 0.690 1.800
C 4.417 1.131 1.267
C 2.903 -0.435 2.670
C 4.003 -1.271 3.234
C 1.560 -0.373 3.187
C 1.081 -1.119 4.365
C 0.900 0.751 2.565
C -0.481 1.219 2.871
Zr 1.550 -0.651 0.709
C -1.594 1.847 -1.367
C 2.344 0.184 -1.246
C -0.014 -2.048 -0.661
C -0.082 -1.924 -2.152
C 1.064 -2.755 0.058
C 2.351 -3.273 -0.511
C 0.601 -2.924 1.427
C 1.265 -3.875 2.364
C -0.722 -2.388 1.519
C -1.640 -2.550 2.664
C -1.067 -1.796 0.273
C -2.423 -1.329 -0.068
H 2.628 3.333 1.133
H 1.315 2.748 0.086
H 0.938 3.351 1.716
H 5.110 1.343 2.103
H 4.889 0.349 0.643
H 4.315 2.040 0.673
H 4.411 -0.865 4.182
H 3.646 -2.290 3.447
H 4.832 -1.352 2.521
H 1.406 -0.621 5.295
H -0.020 -1.157 4.375
H 0.639 -4.074 3.238
H -0.425 1.993 3.653
H -0.977 1.663 1.993
H -1.130 0.409 3.245
H -1.393 0.765 -1.587
H -2.373 1.982 -0.673
H -0.617 2.216 -1.119
H 2.894 -0.755 -1.496
H 1.894 0.494 -2.202
H 3.123 0.943 -1.033
H -1.082 -2.231 -2.508
H 0.091 -0.903 -2.512
H 0.662 -2.565 -2.650
H 2.112 -3.682 -1.504
H 3.167 -2.527 -0.627
H 2.710 -4.064 0.150
H 1.485 -4.839 1.870
H 2.226 -3.467 2.707
H 1.454 -2.151 4.390
H -2.550 -3.063 2.349
H -1.195 -3.139 3.477
H -1.936 -1.587 3.080
H -3.147 -2.137 0.095
H -2.744 -0.490 0.558
H -2.504 -1.021 -1.104
```

Values from the calculation:
Gap between HOMO and LUMO in eV: 6.4
Calculated total energy in eV: -72329.34447

***

No. 4
Computed, not measured: a molecular structure, C29H42ClN10NbSi at a distorted geometry, with the ωB97M-V functional and the def2-TZVPD basis.

```
84
C29H42ClN10NbSi | the Open Molecules 2025 dataset | the ωB97M-V functional and the def2-TZVPD basis
Nb 9.981 12.749 11.993
C 13.238 11.762 9.559
C 12.797 13.175 9.783
C 13.345 14.266 9.085
C 12.958 15.567 9.401
C 12.043 15.741 10.409
C 11.496 14.602 11.046
N 11.867 13.333 10.724
N 10.591 14.625 12.052
Si 10.477 16.084 13.223
C 12.202 16.301 13.762
C 9.398 15.578 14.583
C 9.748 17.501 12.327
H 14.066 11.559 10.239
H 13.595 11.623 8.535
H 12.440 11.077 9.776
H 14.075 14.091 8.300
H 13.366 16.431 8.885
H 11.694 16.717 10.690
H 12.650 15.325 13.945
H 12.246 16.828 14.714
H 12.840 16.840 13.059
H 9.779 14.649 15.028
H 8.359 15.438 14.284
H 9.446 16.349 15.368
H 10.424 18.064 11.678
H 9.358 18.225 13.055
H 8.886 17.186 11.724
N 10.897 8.084 10.590
C 10.691 7.038 11.652
C 11.966 6.974 12.501
C 12.150 8.281 13.289
N 12.323 9.415 12.355
C 10.950 8.470 14.227
C 9.547 8.391 13.594
N 9.197 9.689 13.037
C 9.451 7.309 12.504
H 11.450 7.730 9.819
H 11.474 8.890 11.094
H 10.031 8.482 10.241
H 10.542 6.087 11.142
H 12.828 6.772 11.861
H 11.834 6.141 13.195
H 13.034 8.171 13.909
H 13.311 9.602 12.193
H 11.885 10.264 12.705
H 11.047 9.408 14.778
H 11.036 7.670 14.959
H 8.852 8.118 14.392
H 9.207 10.422 13.718
H 8.314 9.709 12.542
H 8.595 7.504 11.842
H 9.239 6.353 12.996
C 8.351 13.454 9.268
N 8.405 13.504 10.719
C 7.338 13.826 11.369
C 7.269 13.566 12.751
C 6.250 13.756 13.721
C 6.717 13.125 14.861
C 8.027 12.635 14.527
N 8.364 12.871 13.257
C 7.346 12.396 8.791
C 6.953 12.425 7.456
C 6.016 11.525 6.976
C 5.459 10.583 7.825
C 5.857 10.531 9.156
C 6.802 11.429 9.629
H 9.337 13.210 8.891
H 8.059 14.429 8.849
H 6.432 14.175 10.881
H 5.310 14.269 13.550
H 6.200 13.034 15.814
H 8.736 12.141 15.190
H 7.364 13.179 6.804
H 5.714 11.568 5.935
H 4.727 9.870 7.458
H 5.410 9.798 9.814
H 7.100 11.336 10.659
N 12.257 13.511 17.857
C 12.033 13.018 16.832
N 11.793 12.266 15.728
C 11.348 12.370 14.556
N 11.043 12.245 13.403
Cl 10.034 11.064 10.497
```

Values from the calculation:
Charge: +2
Gap between HOMO and LUMO in eV: 6.5
Calculated total energy in eV: -67596.20021

***

No. 5
Computed, not measured: 6 unconnected molecules or ions with the total composition C29H42F2N2O18 at a distorted geometry, with the ωB97M-V functional and the def2-TZVPD basis.

```
93
C29H42F2N2O18 | the Open Molecules 2025 dataset | the ωB97M-V functional and the def2-TZVPD basis
C -2.257 -2.120 1.550
C -1.484 -2.681 0.381
C -0.916 -4.054 0.585
N -1.288 -2.053 -0.729
C -2.314 -1.600 -1.589
C -2.780 -2.753 -2.474
O -3.546 -1.121 -0.903
C -3.813 0.132 -1.310
O -4.931 0.576 -1.402
C -2.445 0.798 -1.656
F -1.817 0.864 -0.408
C -2.736 2.146 -2.281
C -1.597 3.089 -2.683
C -0.381 3.181 -1.768
C 0.658 4.138 -2.362
N 1.518 3.532 -3.391
C -1.943 -0.373 -2.482
C -0.486 -0.347 -2.977
C -0.417 -0.040 -4.438
O -0.327 1.019 -4.977
F -0.480 -1.165 -5.180
H -3.294 -2.464 1.464
H -2.224 -1.034 1.606
H -1.882 -2.501 2.503
H -1.729 -4.754 0.365
H -0.069 -4.230 -0.076
H -0.571 -4.209 1.608
H -3.694 -2.478 -3.007
H -2.992 -3.640 -1.876
H -2.004 -2.994 -3.203
H -3.463 2.663 -1.650
H -3.278 1.901 -3.201
H -1.255 2.885 -3.699
H -2.033 4.094 -2.706
H -0.675 3.561 -0.781
H 0.087 2.211 -1.573
H 1.300 4.506 -1.560
H 0.155 5.006 -2.799
H 2.046 2.781 -2.963
H 0.931 3.100 -4.101
H -2.624 -0.499 -3.331
H -0.077 -1.351 -2.834
H 0.141 0.351 -2.426
O -4.483 0.459 4.934
C -5.058 0.179 3.931
O -4.464 0.018 2.723
C -5.432 -0.536 1.821
C -6.741 -0.110 2.452
O -6.393 -0.022 3.838
H -5.290 -0.145 0.822
H -5.316 -1.620 1.800
H -7.070 0.872 2.108
H -7.545 -0.827 2.309
O 1.965 -4.886 1.274
C 2.334 -3.894 1.826
O 1.601 -3.211 2.730
C 2.448 -2.247 3.366
C 3.538 -2.051 2.333
O 3.544 -3.318 1.654
H 1.896 -1.338 3.588
H 2.822 -2.680 4.295
H 3.295 -1.270 1.615
H 4.514 -1.853 2.768
O 2.576 0.586 0.109
C 2.939 1.361 0.939
O 3.583 2.516 0.692
C 3.643 3.278 1.908
C 3.522 2.192 2.960
O 2.764 1.188 2.268
H 4.577 3.830 1.958
H 2.807 3.978 1.928
H 4.491 1.770 3.235
H 2.998 2.509 3.856
O 4.951 -9.955 -0.908
C 4.706 -8.807 -0.714
O 3.570 -8.182 -1.095
C 3.540 -6.882 -0.487
C 5.011 -6.619 -0.236
O 5.533 -7.941 -0.076
H 3.080 -6.160 -1.155
H 2.964 -6.931 0.434
H 5.504 -6.149 -1.088
H 5.195 -6.025 0.656
O 2.503 5.215 1.480
C 1.962 6.224 1.153
O 1.984 7.377 1.859
C 1.429 8.416 1.045
C 0.564 7.635 0.074
O 1.242 6.375 0.017
H 0.872 9.118 1.658
H 2.245 8.942 0.546
H -0.446 7.471 0.451
H 0.511 8.078 -0.916
```

Values from the calculation:
Gap between HOMO and LUMO in eV: 9.0
Calculated total energy in eV: -76023.27177
SMILES string: CC(C)=N[C@@]1(C)OC(=O)[C@](F)(CCCCN)[C@H]1CC(=O)F.O=C1OCCO1.O=C1OCCO1.O=C1OCCO1.O=C1OCCO1.O=C1OCCO1